{
  "formula": "CBrClS",
  "method": "ωB97M-V/def2-TZVPD",
  "symbols": ["C", "S", "Cl", "Br"],
  "coordinates": [[-0.15214, 0.23198, 0.03222], [0.03309, -1.46563, 1.03690], [1.19585, 0.88041, -0.58889], [-1.80376, 0.74423, -0.46647]],
  "lowdin_charge": [-1.6953, 0.3056, 0.6568, 0.7329],
  "lumo_ev": [-1.725, -1.723],
  "smiles": "S=C(Cl)Br",
  "e_tot_ev": -94434.4924,
  "de_lowest_kcal_mol": 32.8,
  "orbital_gap_ev": [7.2157, 7.2179],
  "homo_ev": [-8.94, -8.94],
  "charge": 0
}

***

{
  "formula": "C7H11N2",
  "method": "ωB97M-V/def2-TZVPD",
  "symbols": ["C", "C", "C", "C", "C", "C", "C", "N", "N", "H", "H", "H", "H", "H", "H", "H", "H", "H", "H", "H"],
  "coordinates": [[-2.39891, 0.45194, -0.03738], [-2.09078, -0.84982, 0.54637], [-1.50276, 1.26876, -0.59216], [-0.87388, -1.33443, 0.35059], [-0.07125, 0.84105, -0.68907], [0.78120, 0.68551, 0.68469], [0.22372, -0.47540, -0.09010], [2.23620, 0.66233, 0.55861], [1.42190, -1.13233, -0.84131], [-3.42950, 0.69134, 0.15653], [-2.84514, -1.54194, 0.85496], [-1.90062, 2.25766, -0.89909], [-0.63938, -2.25061, 0.81060], [0.53923, 1.27210, -1.44614], [0.46848, 1.09916, 1.60730], [2.60363, 0.03201, 1.38527], [2.57954, 1.65519, 0.64161], [1.33859, -0.75007, -1.83053], [1.38320, -2.25496, -0.78922], [2.17655, -0.32746, -0.38153]],
  "lowdin_charge": [-0.0665, -0.0384, -0.0225, -0.0260, -0.0932, -0.1569, -0.3599, 0.0369, 0.1454, 0.1115, 0.1168, 0.1323, 0.1060, 0.1366, 0.1494, 0.1911, 0.1595, 0.1648, 0.2193, 0.0937],
  "lumo_ev": -3.161,
  "e_tot_ev": -10408.2654,
  "de_lowest_kcal_mol": 79.6,
  "orbital_gap_ev": 9.2638,
  "homo_ev": -12.43,
  "charge": 1
}

***

{
  "formula": "C7H12Si",
  "method": "ωB97M-V/def2-TZVPD",
  "symbols": ["C", "C", "C", "C", "C", "C", "C", "Si", "H", "H", "H", "H", "H", "H", "H", "H", "H", "H", "H", "H"],
  "coordinates": [[2.17051, 0.24728, 0.58039], [1.28164, 0.93562, -0.26918], [1.78474, -1.20062, 0.38536], [0.76490, 0.04368, -1.33801], [0.45786, 1.91215, 0.16219], [0.39179, -1.02715, -0.28885], [-0.67232, -0.45145, 0.63562], [-2.38330, 0.00752, 0.04484], [2.63483, 0.65358, 1.44593], [2.41307, -1.63210, -0.45048], [1.70816, -1.89516, 1.35682], [-0.11174, 0.54522, -1.99839], [1.57801, -0.32079, -1.90011], [0.55744, 2.23045, 1.15064], [-0.47487, 2.18899, -0.33268], [-0.05830, -1.94374, -0.73307], [-0.32258, -0.32351, 1.71746], [-3.57336, -0.96034, -0.00872], [-2.30357, 0.77902, -1.32146], [-2.43447, 0.79648, 1.36358]],
  "lowdin_charge": [-0.0265, -0.3929, -0.1557, -0.1308, 0.0439, -0.4108, -0.2808, 0.5997, 0.0941, 0.1190, 0.1558, 0.1470, 0.0895, 0.0553, 0.0536, 0.1382, 0.0911, -0.0887, -0.0495, -0.0516],
  "lumo_ev": [-0.124, -0.019],
  "e_tot_ev": -15325.0836,
  "de_lowest_kcal_mol": 125.0,
  "orbital_gap_ev": [7.3961, 7.9261],
  "homo_ev": [-7.52, -7.94],
  "charge": 0
}

***

{
  "formula": "C5H6O",
  "method": "ωB97M-V/def2-TZVPD",
  "symbols": ["C", "C", "C", "C", "C", "H", "H", "H", "H", "H", "H", "O"],
  "coordinates": [[-0.49573, 0.32393, 1.92096], [-0.20753, 0.16080, 0.55604], [-0.96734, -0.49951, -0.25925], [-0.28518, -0.62970, -1.47541], [0.94584, 0.00965, -1.25829], [0.16995, -0.16550, 2.78806], [-1.42988, 0.03327, 2.38795], [-0.45039, 1.44408, 2.10085], [-1.73074, -1.11881, 0.00205], [-0.15487, -1.51205, -2.37529], [1.89851, 0.03646, -2.10133], [0.96963, 0.63644, 0.03668]],
  "lowdin_charge": [-0.0532, -0.4362, -0.0938, -0.0999, -0.1097, 0.1331, 0.0771, 0.1073, 0.0933, 0.1746, 0.1774, 0.0298],
  "lumo_ev": 1.092,
  "smiles": "Cc1ccco1",
  "e_tot_ev": -7326.4691,
  "de_lowest_kcal_mol": 64.9,
  "orbital_gap_ev": 9.4932,
  "homo_ev": -8.40,
  "charge": 0
}